1.
Molecular formula: C36H29AsN7NaO2S4
Method: DFT, ωB97M-V/def2-TZVPD

```
80
Properties=species:S:1:pos:R:3
C -1.70992 -1.33523 -0.46647
H -4.57471 -1.56403 -3.07757
N -0.94451 6.98817 2.85153
C 3.64278 1.17507 2.04103
H -0.86452 -4.00063 -0.62397
H -0.15292 -1.84143 -7.34727
C -0.94812 4.48787 2.34853
C -3.35732 -1.52973 4.48053
C 1.51428 -5.56463 1.19213
C 1.08839 -2.57743 -4.29667
S -0.28961 3.63297 3.68203
H 4.82158 0.07897 4.26173
C 1.26159 -3.28413 1.92803
S 1.89708 -1.03163 -2.18057
H 0.59149 6.21997 -0.68807
H -2.30342 -2.39153 -3.64137
C -2.50142 -1.95283 -2.66817
C 0.80388 2.71427 -2.19387
C -2.02132 4.89927 0.25773
H -4.97422 -0.50783 -0.88067
C 1.20528 -1.29533 -3.79167
C -2.62042 -0.37103 4.30763
N 0.91198 1.10047 -4.03707
H -0.07261 0.42397 -6.41057
H 1.38858 -3.40973 -3.67627
C 5.21449 1.01677 3.85623
C -1.71562 -0.26803 3.26543
N 2.67828 1.25487 2.96473
C -1.48542 -1.86903 -1.73167
H -3.15682 -0.34503 0.76223
C 0.27269 -0.41173 -5.81557
H -0.49352 -2.22263 -1.99067
C -3.76702 -1.48303 -2.35857
H 2.01208 -6.52443 1.27443
H -1.17592 0.65927 3.12123
S 1.65458 -2.01443 3.01283
C 0.61588 -2.78183 -5.58487
S -1.44162 2.36507 0.58633
N 1.34468 1.17507 2.55803
C -1.52402 -1.32313 2.38213
H -0.35012 3.50137 -3.85327
C 0.52779 -5.37653 0.23853
C -0.98491 5.86537 2.57943
C 0.04629 4.98497 -2.37457
C -2.97422 -0.82543 -0.19237
H -2.15212 -3.31133 1.87673
H 0.96758 0.26457 2.85043
As -0.29442 -1.19503 0.86443
H -0.48011 5.76857 -2.90067
C 0.29359 -3.06873 0.92153
C 1.20658 4.17027 -0.46667
C -3.18392 -2.58563 3.60173
N 1.28869 2.95367 -0.96017
H 0.79208 1.92887 3.00903
C -2.27672 -2.47923 2.56403
C 1.02898 1.36807 -2.66887
H 0.22688 -6.19633 -0.40367
H 4.82758 1.87007 4.42293
C -3.99342 -0.90003 -1.12217
H -2.75812 0.46667 4.97843
N -2.54952 5.60047 -0.49477
C 1.86208 -4.54023 2.04463
O 4.93189 1.13657 2.48013
H 0.50439 1.83437 -4.59737
C 0.62908 5.23837 -1.13397
C -0.07741 -4.13013 0.11533
Na 1.42228 1.10177 0.32913
H 2.87608 0.99837 3.92543
H 2.60288 -4.68893 2.81803
C -1.42842 3.98897 1.14193
H 1.62738 4.29997 0.52283
H 0.57529 -3.78003 -5.99607
H -4.06091 -1.61693 5.30023
C 0.78269 -0.18573 -4.54347
N 1.38168 0.48547 -1.79947
C 0.13339 3.71857 -2.90987
H -3.76442 -3.49373 3.72333
H 6.30208 1.01037 3.93103
O 3.45478 1.22317 0.84603
C 0.21199 -1.69653 -6.34047
```

highest occupied orbital energy	-0.89	eV
total charge	-2
frontier orbital gap	4.3	eV
energy relative to the best compared isomer or geometry (same formula, charge and spin)	81.8	kJ/mol



2.
Molecular formula: C33H80F4N7O12S4
Method: DFT, ωB97M-V/def2-TZVPD

```
140
Properties=species:S:1:pos:R:3
C -9.55951 18.53791 -20.83618
O -8.94510 8.24088 -18.18325
H -17.76631 8.98656 -18.72385
H -15.50820 7.91630 -21.35971
C -17.54995 8.76980 -21.53408
N -6.50692 9.09444 -17.88662
H -10.96310 16.85604 -21.44382
H -6.86618 12.85710 -10.77799
H -15.47833 9.84477 -20.02622
H -6.18659 10.96062 -9.69639
H -10.99006 16.94783 -14.39736
C -6.80804 12.52568 -17.84848
C -10.16223 14.14889 -20.39248
H -18.64540 6.83696 -19.36472
S -10.75068 11.64160 -16.53766
H -7.19412 13.51448 -18.09609
N -17.67518 10.04090 -20.65445
H -5.02151 12.34874 -9.65510
C -5.45622 11.54777 -10.25309
H -12.46594 10.32590 -11.16427
H -2.80298 11.60437 -18.30849
F -13.77532 13.34191 -17.39201
O -16.59869 7.07853 -19.86436
H -6.81970 12.26908 -16.78917
N -4.82228 11.06588 -18.64211
H -13.09561 17.86888 -18.77741
H -17.19150 12.26770 -19.32881
H -15.79188 10.75300 -21.27569
H -15.47914 12.51307 -19.65209
H -8.69927 14.95725 -14.27008
C -11.72471 14.98505 -14.27935
H -10.78007 18.24048 -18.00047
H -7.30709 11.71036 -18.37222
H -8.63417 15.73479 -19.79208
H -12.76909 15.02464 -12.33269
O -10.34680 10.83572 -17.65967
H -17.07821 15.00344 -12.86311
H -8.62801 10.89850 -13.56384
H -10.27590 16.91925 -17.18841
H -10.91745 13.67125 -19.76829
C -16.22702 11.76388 -19.39232
O -8.20848 9.75090 -15.95064
H -10.02594 12.78416 -22.43647
N -6.24990 12.23227 -11.27787
O -7.08005 7.56756 -15.64673
S -12.86493 12.02311 -17.35715
O -10.93106 10.92633 -15.28776
N -10.67884 16.53150 -19.38398
H -8.22334 12.66824 -13.14223
H -14.28530 11.92777 -11.67042
H -13.37431 9.97959 -12.66015
C -13.01263 16.93011 -18.22976
H -9.03586 11.61600 -12.01716
C -16.27470 10.52638 -20.32509
H -9.89435 19.06450 -21.72988
H -3.19277 9.75632 -18.51118
C -18.34687 9.61294 -19.40113
H -11.67102 12.72008 -22.06364
H -18.65569 10.41739 -18.73359
C -16.08875 15.42778 -13.03346
H -11.28964 13.62566 -23.42272
H -10.33109 16.20962 -13.06570
H -18.06144 11.11809 -23.66935
H -16.02399 11.49132 -18.35666
H -12.72337 17.15967 -17.20422
H -11.78140 10.61357 -12.74769
C -5.39683 12.45194 -18.21049
H -9.27758 13.53645 -20.56688
H -12.10885 15.02197 -18.45147
C -14.80880 14.56382 -14.87008
O -13.56761 11.07761 -16.47786
S -7.54521 8.25943 -18.58332
C -17.76201 6.25353 -19.62421
H -8.72597 16.48887 -15.10543
H -12.48324 15.61956 -19.94918
H -8.66983 17.92182 -20.96659
C -3.42688 10.73635 -18.09545
H -15.67043 13.45748 -12.25892
H -11.97845 14.95832 -15.33907
C -18.61115 11.09124 -21.46001
H -17.15034 12.22308 -22.55278
H -17.59722 5.47402 -18.88036
C -8.30230 11.62895 -12.82328
H -14.02687 16.55944 -18.08137
F -9.35828 12.45923 -16.35307
C -10.91318 13.41714 -22.42126
O -6.41942 10.23593 -12.53573
H -18.54021 8.32773 -21.64387
H -9.37123 15.02109 -18.53521
H -14.08251 14.82841 -15.63857
C -10.13334 17.37892 -18.16641
H -19.51192 10.48013 -21.51720
C -10.74084 17.49411 -20.58849
C -18.09952 11.73338 -22.77042
H -4.78796 11.11900 -19.65013
H -13.50553 16.13973 -13.54670
H -12.71785 12.65837 -14.10212
O -12.92726 11.77452 -18.82563
H -11.31116 14.06586 -13.86441
N -14.07569 14.16599 -13.59983
H -16.78099 6.95930 -21.96306
H -9.27515 19.36596 -20.18690
H -5.38185 10.25571 -18.41715
S -7.07978 8.88213 -16.26771
H -19.17287 8.98981 -19.74394
H -9.52525 15.14818 -15.78975
H -18.85753 12.49790 -22.94076
H -15.88611 16.31569 -12.43457
H -14.49309 12.02231 -14.08584
F -5.82024 9.69720 -15.60794
H -3.67454 10.48884 -17.06322
C -15.14557 14.38331 -12.49440
C -16.56395 7.70127 -21.19464
H -4.66787 10.95715 -10.71974
C -12.70156 10.68148 -12.16734
C -13.70985 12.64302 -13.65069
H -5.70798 12.78508 -11.92656
H -12.73236 12.82727 -11.74327
C -15.83248 15.65113 -14.50694
C -9.34393 15.63394 -14.83096
H -16.75522 15.44261 -15.04840
H -17.35251 9.22945 -22.50250
H -14.70691 14.70029 -11.54824
C -10.57443 15.98385 -14.10393
H -17.80071 5.59069 -20.48864
C -9.62935 15.37262 -19.53416
C -12.93826 15.22205 -13.39123
O -7.02407 7.03901 -19.09478
O -10.84261 14.54587 -21.60941
H -9.06621 17.59193 -18.22928
N -11.54487 12.83729 -16.73032
H -15.43070 13.76830 -15.28054
C -6.96965 11.24918 -12.19321
C -13.36483 12.08637 -12.23229
O -4.65202 13.40592 -18.16919
C -12.09557 15.96840 -18.99203
F -7.58658 9.21375 -19.89456
H -15.39794 16.63513 -14.68312
H -18.80728 11.86120 -20.71384
H -11.67974 18.03077 -20.45225
```

highest occupied orbital energy (alpha / beta)	-6.42 / -12.06	eV
multiplicity	2
total charge	+2
frontier orbital gap (alpha / beta)	2.5 / 8.2	eV